1.
8 unconnected molecules or ions with the total composition C33H53N2O15S in a non-equilibrium geometry, computed with ωB97M-V with the def2-TZVPD basis set.

Geometry (Å):
S 1.584 -3.529 -2.564
O 4.387 -8.833 -2.129
O 3.767 -0.508 4.024
O 5.973 0.096 4.050
O -3.744 3.532 -1.207
O 10.288 2.452 0.444
O -3.172 7.454 -3.364
O -5.948 -2.836 0.941
O 0.364 3.174 4.093
O -6.266 -4.337 -0.755
O -5.378 6.851 -3.390
O -0.619 1.115 3.935
O 4.299 -7.398 -3.907
O 1.148 -1.960 -2.031
O 11.222 2.198 2.516
O -3.087 4.439 0.787
N -3.892 -3.257 -1.549
N 0.379 -1.959 0.628
C 4.876 -6.574 -1.706
C -0.256 2.340 3.454
C -0.431 -5.246 -1.214
C -6.656 -3.397 -0.083
C 4.667 0.351 2.030
C -6.396 6.778 -4.388
C -4.238 7.353 -3.949
C 2.750 -0.581 3.027
C -3.674 5.934 -0.929
C 5.379 -7.418 -0.563
C 3.161 0.406 1.966
C -7.987 -2.722 -0.222
C 8.918 1.777 2.320
C -1.231 0.363 2.888
C -0.687 2.484 2.026
C -7.774 -1.441 0.544
C 0.900 -1.920 -0.580
C -5.984 7.765 -5.448
C 9.270 1.975 3.773
C 4.594 -8.693 -0.724
C 1.149 -4.839 -1.302
C -3.014 5.759 1.323
C -1.712 1.386 1.892
C -1.470 -4.254 -1.993
C -3.507 4.505 -0.511
C -4.479 7.710 -5.384
C 4.908 -0.006 3.465
C -2.927 -4.393 -1.182
C -6.748 -1.838 1.573
C 10.758 1.742 3.786
C -2.887 6.667 0.128
C 10.182 2.192 1.631
C 4.505 -7.610 -2.723
H 1.782 -0.326 3.468
H -1.208 -3.115 -1.959
H 11.252 2.306 4.583
H -6.327 8.770 -5.173
H 0.802 -3.854 -3.720
H -8.756 -3.348 0.239
H 11.013 0.683 3.891
H -3.412 -2.656 -2.283
H 2.818 1.411 2.241
H 5.142 -9.560 -0.343
H -2.756 -4.305 -0.004
H -4.073 6.921 -6.023
H 1.738 -5.825 -1.627
H -0.483 -0.313 2.461
H -7.205 -2.272 2.469
H 8.080 2.411 2.021
H -2.696 1.764 2.195
H -4.032 8.676 -5.630
H -1.799 0.990 0.877
H 5.114 1.317 1.784
H -7.353 -0.679 -0.124
H 5.247 -6.952 0.417
H 8.713 0.728 2.090
H -8.689 -1.036 0.983
H 5.655 -5.909 -2.087
H -3.337 -5.458 -1.445
H -2.055 -0.231 3.294
H 3.618 -8.646 -0.230
H 3.982 -6.007 -1.431
H 0.175 2.318 1.373
H -6.389 7.529 -6.436
H -1.127 3.467 1.844
H 6.448 -7.621 -0.699
H -3.926 5.953 1.898
H -3.249 7.681 0.318
H 5.073 -0.438 1.392
H -0.728 -5.306 -0.077
H 2.707 -1.607 2.646
H -3.261 6.104 -1.926
H -1.836 6.734 -0.177
H -7.364 7.033 -3.946
H -0.563 -6.324 -1.703
H -1.673 -4.682 -3.064
H -4.710 -3.714 -2.032
H -6.439 5.752 -4.768
H -2.151 5.839 1.990
H 9.053 3.009 4.066
H -8.223 -2.528 -1.271
H 2.756 0.170 0.978
H 1.516 -4.613 -0.201
H -6.119 -0.994 1.869
H 8.725 1.311 4.449
H -4.736 6.193 -0.899

Atomic forces in eV per Å
S 1.12 -0.77 0.38
O 0.03 0.68 -0.80
O 0.71 0.25 -0.01
O -2.00 -0.29 -0.62
O 0.63 0.91 1.47
O 0.29 -0.27 1.96
O -1.74 -0.01 -0.73
O -0.08 -0.74 -0.84
O -1.07 -1.73 -0.66
O -0.30 1.18 1.22
O 0.90 0.35 0.13
O 0.32 0.58 0.22
O 0.16 -0.67 1.86
O -0.95 -1.08 3.99
O -0.31 0.20 -0.83
O -0.06 -0.68 -0.57
N 1.18 -1.33 -1.98
N 5.03 0.35 -11.03
C 0.60 0.16 0.26
C 1.39 1.57 1.05
C -0.56 -0.25 -0.44
C 0.56 -1.48 -0.63
C -0.21 0.44 -0.35
C -0.80 -0.27 -0.15
C 1.67 -0.04 0.72
C -0.69 -0.18 0.08
C 0.39 -0.03 0.02
C 0.52 0.33 0.73
C -0.46 0.47 -0.61
C -0.17 0.43 -0.22
C -0.37 0.20 0.35
C -0.31 -0.59 -0.07
C -0.46 0.13 -0.22
C -0.53 0.78 -0.09
C -4.55 -0.65 6.31
C -0.49 0.44 -0.66
C -0.65 0.01 0.74
C 0.04 -0.49 0.65
C -1.16 -2.22 1.25
C 0.13 0.52 0.70
C -0.64 -0.04 -0.66
C -1.33 -0.86 1.17
C -0.82 -1.18 -1.22
C -0.21 0.40 -0.27
C 2.04 -0.06 1.17
C 0.54 0.23 0.30
C -0.02 0.51 0.64
C 0.26 -0.14 0.68
C 0.29 0.82 -0.11
C 0.34 0.24 -2.13
C -0.61 0.01 -2.09
H 0.24 -0.14 0.17
H -0.20 -2.10 -0.21
H 0.11 -0.10 -0.29
H 0.01 -0.18 -0.06
H -0.10 0.72 1.70
H 0.06 -0.07 -0.17
H 0.00 0.07 -0.02
H -0.86 -0.99 1.13
H 0.00 -0.17 -0.04
H -0.25 0.04 -0.23
H -0.12 -0.40 -2.58
H 0.13 0.11 0.08
H -0.81 2.49 0.14
H -0.03 0.02 0.05
H 0.06 0.02 -0.07
H 0.15 -0.29 -0.26
H 0.16 -0.07 -0.13
H 0.26 -0.36 0.04
H -0.06 0.01 0.15
H 0.25 -0.35 0.04
H -0.07 -0.09 0.15
H 0.05 -0.16 -0.09
H -0.05 0.11 -0.10
H 0.19 -0.03 -0.01
H -0.41 0.06 -0.14
H 0.56 2.09 0.67
H 0.28 0.06 0.14
H 0.03 -0.05 -0.03
H 0.06 0.09 -0.08
H 0.03 0.16 0.06
H -0.01 0.01 0.19
H 0.40 -0.13 -0.01
H -0.21 0.04 0.05
H 0.07 -0.05 -0.03
H 0.10 -0.16 0.05
H 0.15 0.11 0.07
H 0.69 0.15 -2.31
H 0.01 0.00 0.03
H -0.47 -0.22 0.36
H -0.16 0.04 0.07
H 0.26 -0.15 0.13
H 0.38 2.34 1.22
H 0.59 1.23 1.83
H 1.12 0.88 0.80
H 0.02 0.07 0.07
H -0.18 -0.25 -0.01
H 0.05 -0.17 -0.01
H -0.05 -0.40 0.16
H -0.04 0.01 0.12
H -0.29 0.34 -2.60
H 0.07 -0.31 -0.02
H 0.10 0.11 -0.07
H 0.07 -0.10 -0.18

Computed properties:
charge = +1
DFT total energy = -2925.0645 Eh
HOMO-LUMO gap = 4.998 eV
relative energy (zero: lowest compared OMol25 entry of this formula, charge and spin) = 365.5 kJ/mol

Atomic partial charges in e from the Mulliken method, atoms 1 to 4: S 0.323; O -0.341; O -0.342; O -0.575

=====

2.
A molecular structure, C33H54B2Cl3EuN6O4PTe in a non-equilibrium geometry, computed with ωB97M-V with the def2-TZVPD basis set.

Geometry (Å):
Eu 0.872 2.376 2.513
Te -4.671 8.136 0.663
Cl 0.689 4.422 0.302
Cl 2.414 -0.335 -2.194
Cl 2.684 4.152 -4.841
P 0.306 -4.353 -4.719
O -2.122 1.645 2.850
O -3.019 0.228 1.072
O -0.894 1.415 0.948
O 2.175 1.810 0.458
N 1.503 1.836 6.038
N 3.014 3.184 3.725
N 2.466 0.387 3.005
N 3.658 2.395 4.714
N 2.473 0.126 4.337
N 0.470 2.262 5.069
C -0.711 -5.441 -5.892
C 1.657 3.639 -0.997
C -1.757 -6.373 -5.175
C 0.637 -5.515 -3.232
C 0.219 3.412 7.064
C -1.035 1.506 -0.517
C 1.818 -3.910 -5.683
C -4.096 1.569 4.374
C 2.690 -0.832 2.340
C -3.161 0.770 3.467
C -0.225 3.203 5.718
C -4.609 -1.083 2.409
C 3.976 3.846 3.115
C 1.506 -6.700 -3.500
C 2.119 2.244 -0.740
C -2.452 -0.363 4.230
C 2.539 -1.224 4.493
C -3.318 8.884 -0.789
C 1.300 2.540 7.163
C 4.988 2.562 4.558
C -5.077 1.179 1.663
C 2.748 -5.092 -6.059
C 1.603 -2.921 -6.810
C 0.017 -6.194 -7.032
C -4.131 6.003 0.300
C 5.243 3.513 3.600
C -3.958 0.249 2.153
C 2.431 3.543 -3.233
C 2.384 1.442 -1.984
C 2.465 2.103 -3.165
C 1.203 -4.599 -2.072
C 1.937 4.312 -2.189
C 2.721 -1.865 3.223
B -2.095 1.171 1.587
B 2.839 1.216 5.439
H 0.740 -2.269 -6.644
H 2.528 -2.342 -6.870
H -3.439 9.955 -0.939
H 2.629 1.591 -4.115
H 2.013 -4.002 -2.526
H -5.047 1.111 4.648
H -0.970 3.706 5.165
H 5.688 1.840 4.976
H 3.039 -2.916 3.148
H -3.698 8.335 -1.649
H 1.437 -3.398 -7.814
H 3.676 -4.990 -5.515
H -5.667 -1.067 2.783
H -4.398 2.569 3.931
H -1.857 -6.194 -4.134
H 1.839 5.398 -2.376
H -4.634 5.316 1.013
H 0.536 -7.080 -6.626
H 1.621 -7.198 -2.557
H -5.258 1.031 0.585
H -3.131 -0.904 4.853
H 1.621 -5.124 -1.169
H -4.725 -1.601 1.366
H -1.514 2.477 -0.696
H -6.004 0.876 2.088
H 0.813 -5.604 -7.499
H -3.561 1.787 5.311
H 2.514 -1.589 5.528
H 2.297 -6.059 -5.874
H -0.388 3.936 7.802
H -0.399 -5.889 -2.905
H 2.439 -6.384 -3.861
H 3.791 4.436 2.200
H 2.792 -0.766 1.260
H -1.718 0.057 4.907
H 6.197 3.843 3.258
H -3.073 6.002 0.253
H -2.273 8.688 -0.559
H -1.249 -4.635 -6.378
H -3.997 -1.687 3.099
H 1.061 -7.364 -4.284
H 2.249 -3.299 -4.852
H -4.807 2.215 2.021
H -1.941 -1.103 3.531
H -2.768 -6.339 -5.615
H 1.816 2.304 8.112
H -1.728 0.721 -0.907
H 0.463 -3.986 -1.626
H -0.764 -6.406 -7.778
H -1.384 -7.404 -5.282
H -0.023 1.377 -0.921
H 3.693 0.821 6.244
H 2.969 -5.038 -7.162
H -4.479 5.763 -0.717

Atomic forces in eV per Å
Eu 0.11 -0.28 -0.41
Te -0.27 -0.61 0.82
Cl 0.81 -0.14 -0.64
Cl 0.05 0.80 1.05
Cl 0.11 0.65 -0.18
P -1.96 -0.38 0.40
O -1.60 -0.96 1.11
O 1.63 1.39 1.86
O -0.91 0.10 -1.51
O -0.32 -0.15 -0.92
N -1.31 0.81 -1.94
N 0.83 -0.47 1.55
N 0.89 -1.60 -0.92
N -1.27 0.32 -1.84
N -0.08 -1.75 -0.71
N 1.85 0.27 2.61
C 0.04 0.01 0.25
C 0.94 -1.37 -0.18
C 0.71 -0.24 -1.46
C -0.98 1.15 0.68
C -0.44 -0.90 -1.47
C -0.23 -0.53 0.46
C 0.27 -0.82 1.56
C 0.46 1.64 0.09
C -0.81 3.51 0.16
C -1.05 -0.16 -0.83
C 1.58 -1.28 0.56
C -0.44 -2.14 -1.55
C 0.06 0.24 -1.08
C -1.28 -0.69 -0.47
C -0.57 0.37 -0.25
C 0.80 -0.05 -1.38
C 0.63 0.28 0.14
C -0.15 -0.23 -0.34
C -0.49 -0.04 1.34
C -0.02 -0.81 0.24
C 0.82 1.03 0.54
C 0.04 0.87 -1.25
C -0.29 -0.20 -0.97
C -0.08 0.24 0.62
C -1.59 0.62 -0.77
C -0.21 -0.33 0.19
C -1.75 0.29 0.69
C -0.69 -2.18 0.10
C -0.65 0.91 1.11
C 0.65 2.27 -0.80
C 1.01 -1.34 -0.52
C 0.23 0.06 -0.29
C 0.28 -0.48 3.07
B 1.55 -1.38 -1.69
B 0.27 1.04 -0.40
H 0.25 0.13 0.15
H -0.27 0.24 -0.29
H -0.25 -0.10 0.09
H -0.02 -0.04 0.45
H -0.24 0.06 0.56
H 0.16 -0.60 -0.23
H -0.98 0.40 -0.25
H -0.24 0.50 0.44
H -0.59 0.72 -0.34
H 0.69 0.27 -0.40
H 0.16 0.17 0.91
H 0.40 -0.26 0.08
H 1.12 0.44 -0.02
H 0.61 -1.09 0.40
H -0.16 0.38 0.87
H -0.31 -0.80 0.51
H 0.68 0.70 -0.23
H -0.55 -0.02 -0.43
H 0.27 -0.81 0.35
H 0.65 0.53 0.36
H -0.67 -0.40 0.29
H -0.15 -0.11 -1.12
H 0.46 0.64 1.89
H 0.53 -0.12 -0.38
H -0.82 0.18 0.80
H -0.45 0.07 -0.03
H -0.18 0.03 -0.20
H 0.19 -0.17 -0.72
H 0.16 0.02 0.06
H 0.77 -0.04 -0.09
H 1.40 0.73 -0.59
H 1.46 0.25 -0.25
H -0.21 -0.15 0.87
H -0.14 -0.15 0.27
H 0.32 0.25 -0.04
H 0.29 0.12 -0.15
H 1.07 -0.37 0.57
H -0.10 -0.25 -0.05
H -0.38 0.10 -0.24
H -0.45 -0.22 -0.66
H 0.29 0.30 0.75
H 0.34 -0.40 -0.61
H -0.70 -0.77 -1.25
H -0.51 0.97 0.80
H 0.46 0.11 -0.03
H 0.07 0.16 -0.95
H 0.68 0.41 0.46
H -0.79 0.94 -0.13
H 0.50 -0.49 0.04
H -0.23 0.17 0.11
H -0.67 0.25 -0.08
H -1.04 -0.17 -0.12
H 0.01 -0.11 1.01
H -0.10 0.05 0.33

Computed properties:
charge = -2
2S+1 = 8
DFT total energy = -4669.3374 Eh
HOMO-LUMO gap (spin up / spin down) = 1.162 / 1.152 eV
relative energy (zero: lowest compared OMol25 entry of this formula, charge and spin) = 0.0 kJ/mol
expectation value of S² = 15.7598

Atomic partial charges in e from the Mulliken method, atoms 1 to 4: Eu -0.484; Te -0.963; Cl 0.314; Cl -0.081

=====

Question: What is the formula in the second record?
Answer: C33H54B2Cl3EuN6O4PTe